[1]
{
  "formula": "C38H45F6N2O2Si2",
  "method": "ωB97M-V/def2-TZVPD",
  "elements": ["C", "Si", "C", "C", "O", "C", "C", "C", "O", "Si", "C", "C", "C", "H", "H", "H", "H", "H", "H", "H", "H", "H", "H", "H", "H", "H", "H", "H", "H", "H", "H", "H", "H", "H", "H", "F", "C", "F", "F", "C", "N", "C", "C", "C", "C", "C", "C", "C", "C", "C", "C", "C", "C", "C", "C", "C", "N", "C", "C", "F", "F", "F", "C", "C", "C", "C", "C", "C", "C", "C", "C", "C", "H", "H", "H", "H", "H", "H", "H", "H", "H", "H", "H", "H", "H", "H", "H", "H", "H", "H", "H", "H", "H", "H", "H"],
  "coordinates": [[2.5315, 1.6878, 3.9303], [2.9329, 0.8498, 2.3225], [3.4072, 2.0964, 1.0312], [4.1291, -0.5537, 2.3923], [1.4117, 0.3250, 1.7290], [0.5566, -0.5252, 2.2877], [0.8220, -1.7819, 2.7330], [-0.3268, -2.6036, 3.0354], [-0.7013, -0.1354, 2.3895], [-1.5126, 1.3241, 1.9467], [-2.5301, 1.7298, 3.4518], [-0.3332, 2.7022, 1.5341], [-2.5387, 0.8028, 0.4842], [3.4768, 1.8833, 4.4599], [2.0305, 2.6532, 3.7583], [1.8916, 1.0757, 4.5826], [4.3706, 2.5492, 1.3074], [3.5206, 1.6196, 0.0492], [2.6612, 2.8967, 0.9446], [5.0144, -0.2114, 2.9497], [3.7390, -1.4507, 2.8876], [4.4513, -0.8249, 1.3772], [1.8325, -2.1599, 2.7475], [-0.0007, -3.6379, 3.1424], [-0.8075, -2.3000, 3.9704], [-1.0889, -2.5531, 2.2450], [-3.2684, 2.5076, 3.2096], [-3.0747, 0.8498, 3.8182], [-1.9060, 2.1058, 4.2732], [-0.9493, 3.5692, 1.2367], [0.2880, 3.0220, 2.3827], [0.3240, 2.4635, 0.6868], [-3.1828, 1.6229, 0.1359], [-1.8980, 0.4961, -0.3548], [-3.1813, -0.0503, 0.7441], [4.1684, -10.1616, 5.8166], [3.0730, -9.9884, 5.0301], [3.0584, -8.6833, 4.5970], [3.2214, -10.7725, 3.9109], [1.7687, -10.3066, 5.7080], [0.7036, -10.0449, 4.7160], [0.0165, -11.1908, 4.2534], [-0.6341, -12.0158, 5.1862], [-1.2707, -13.1777, 4.7581], [-1.2068, -13.5478, 3.4078], [-0.5039, -12.7563, 2.4897], [0.0978, -11.5683, 2.9037], [0.0462, -8.8185, 4.8042], [-0.2283, -8.0834, 3.6313], [-0.6699, -6.7808, 3.7438], [-0.9675, -6.2036, 5.0232], [-1.3268, -4.8338, 5.0951], [-1.5054, -4.0602, 6.2678], [-2.2201, -2.8291, 6.1712], [-2.6599, -2.1640, 7.2891], [-2.4100, -2.6878, 8.5803], [-2.9753, -2.0761, 9.6914], [-3.0296, -0.6058, 9.7110], [-1.7532, -0.1191, 10.3392], [-1.6954, 1.2217, 10.5477], [-1.5617, -0.7396, 11.5530], [-0.6852, -0.4738, 9.5513], [-3.7735, -2.7394, 10.6375], [-3.2585, -3.7336, 11.4842], [-4.0485, -4.2396, 12.5147], [-5.3587, -3.7820, 12.7011], [-5.8783, -2.7917, 11.8594], [-5.0867, -2.2682, 10.8450], [-1.5817, -3.8249, 8.7002], [-1.0585, -4.4342, 7.5743], [-0.9427, -7.0774, 6.1484], [-0.3456, -8.3172, 6.0585], [1.7608, -11.3647, 5.9760], [1.6679, -9.6415, 6.5705], [-0.6287, -11.7092, 6.2351], [-1.8051, -13.7887, 5.4875], [-1.6942, -14.4689, 3.0789], [-0.4193, -13.0609, 1.4442], [0.6646, -10.9291, 2.2231], [-0.0312, -8.5538, 2.6672], [-0.7960, -6.1678, 2.8487], [-1.6347, -4.3697, 4.1566], [-2.4919, -2.4416, 5.1883], [-3.2774, -1.2721, 7.1818], [-3.0807, -0.1932, 8.7018], [-3.8557, -0.2706, 10.3429], [-2.2275, -4.0534, 11.3662], [-3.6331, -4.9913, 13.1841], [-5.9782, -4.1744, 13.5105], [-6.8944, -2.4132, 11.9852], [-5.4652, -1.4752, 10.1994], [-1.3432, -4.2024, 9.6935], [-0.3257, -5.2323, 7.6923], [-1.3840, -6.7846, 7.0974], [-0.2128, -8.9481, 6.9381]],
  "mulliken_charge": [-1.025, 0.347, -0.978, -1.056, -0.357, 0.532, -0.642, -0.528, -0.091, 0.162, -0.959, -0.843, -1.023, 0.457, 0.283, 0.308, 0.363, 0.296, 0.285, 0.344, 0.328, 0.280, 0.190, 0.438, -0.162, 0.309, 0.351, 0.244, 0.296, 0.486, 0.200, 0.187, 0.361, 0.313, 0.290, -0.267, 0.826, -0.270, -0.257, -1.042, 0.649, -0.103, 0.066, -0.804, -0.387, -0.752, -0.299, 0.246, -0.542, -1.033, 0.048, -0.190, 0.670, -1.349, -0.663, 0.974, 0.501, -1.041, 0.828, -0.265, -0.264, -0.258, 0.372, -0.259, -0.781, -0.409, -0.856, -0.142, -0.421, -1.227, -1.286, -0.064, 0.481, 0.467, 0.401, 0.376, 0.383, 0.382, 0.354, 0.334, 0.448, 1.020, 0.543, 0.484, 0.255, 0.614, 0.385, 0.383, 0.381, 0.381, 0.486, 0.153, 1.011, 0.873, 0.469],
  "de_lowest_ev": 0.102,
  "homo_energy_ev": -9.481,
  "multiplicity": 1,
  "total_charge": 1
}

[2]
{
  "formula": "C38H47BrN3OS5Zr",
  "method": "ωB97M-V/def2-TZVPD",
  "elements": ["Zr", "S", "C", "C", "C", "C", "C", "C", "S", "C", "C", "C", "C", "C", "C", "C", "S", "C", "C", "C", "C", "C", "C", "S", "N", "H", "H", "H", "H", "H", "H", "H", "H", "H", "H", "H", "H", "H", "H", "H", "C", "C", "C", "C", "C", "C", "C", "Br", "C", "O", "C", "C", "C", "C", "C", "C", "H", "H", "H", "H", "H", "H", "H", "H", "H", "H", "H", "H", "H", "H", "H", "H", "H", "H", "H", "H", "C", "C", "N", "C", "S", "N", "C", "C", "H", "H", "H", "H", "H", "H", "H", "H", "H", "H", "H", "H"],
  "coordinates": [[1.1361, -0.3016, 0.9270], [-0.6618, 0.7956, 2.4979], [-1.1453, -0.6867, 3.3545], [-2.4739, -1.0114, 3.6077], [-2.8009, -2.2006, 4.2359], [-1.8116, -3.0969, 4.6224], [-0.4788, -2.7878, 4.3959], [-0.1662, -1.5893, 3.7741], [1.4993, -1.0071, 3.5049], [2.4578, -2.5145, 3.4273], [2.3021, -3.3270, 2.1656], [2.6259, -4.6755, 2.2306], [2.6296, -5.4188, 1.0694], [2.3305, -4.7762, -0.1191], [2.0150, -3.4274, -0.1147], [1.8383, -2.7852, -1.4670], [0.8065, -1.3024, -1.5820], [1.9200, -0.2033, -2.4384], [1.5788, 0.2236, -3.7125], [2.3937, 1.1346, -4.3706], [3.5375, 1.6040, -3.7405], [3.8750, 1.1749, -2.4632], [3.0685, 0.2679, -1.7867], [3.5064, -0.3299, -0.1801], [1.9676, -2.7114, 1.0233], [-3.2505, -0.3318, 3.2847], [-3.8402, -2.4365, 4.4198], [-2.0747, -4.0254, 5.1089], [0.2885, -3.4771, 4.7149], [2.2592, -3.1281, 4.3033], [3.5010, -2.1973, 3.5165], [2.8821, -5.1159, 3.1837], [2.8831, -6.4701, 1.0837], [2.3569, -5.3086, -1.0588], [1.4413, -3.5291, -2.1572], [2.8278, -2.4825, -1.8189], [0.6807, -0.1515, -4.1850], [2.1355, 1.4740, -5.3633], [4.1771, 2.3164, -4.2436], [4.7653, 1.5493, -1.9770], [-0.4335, 7.3531, 1.5558], [0.8919, 6.9216, 0.9162], [2.0403, 7.3360, 1.8343], [1.0687, 7.6369, -0.4289], [0.8589, 5.4091, 0.6957], [1.6798, 4.5306, 1.3946], [1.5750, 3.1818, 1.1273], [2.5951, 1.9841, 2.1672], [0.7046, 2.6501, 0.1895], [0.7590, 1.3026, -0.0277], [-0.1902, 3.4961, -0.4601], [-0.0582, 4.8582, -0.1901], [-1.3176, 3.0787, -1.4117], [-1.0512, 3.6926, -2.7931], [-1.4908, 1.5687, -1.5877], [-2.6420, 3.6171, -0.8550], [-0.4282, 8.4269, 1.7488], [-0.5983, 6.8363, 2.5020], [-1.2796, 7.1352, 0.9032], [2.0692, 8.4231, 1.9121], [3.0069, 7.0058, 1.4501], [1.9199, 6.9421, 2.8450], [1.1115, 8.7154, -0.2718], [0.2425, 7.4372, -1.1111], [1.9926, 7.3275, -0.9194], [2.3828, 4.8793, 2.1343], [-0.7372, 5.5326, -0.6941], [-0.1046, 3.3318, -3.2004], [-1.0121, 4.7809, -2.7674], [-1.8490, 3.4083, -3.4818], [-0.6169, 1.1130, -2.0441], [-2.3399, 1.4059, -2.2557], [-1.7056, 1.0638, -0.6420], [-2.6466, 4.7034, -0.7702], [-2.8429, 3.1993, 0.1328], [-3.4580, 3.3328, -1.5205], [-4.7376, -4.6748, -2.4972], [-4.2714, -4.5065, -1.0654], [-3.1356, -3.5804, -0.9600], [-2.0265, -3.7537, -0.2128], [-1.3743, -2.4329, 0.6259], [-1.4663, -4.9701, -0.1372], [-1.6506, -6.0950, -1.0489], [-0.3157, -6.7382, -1.3676], [-5.6446, -5.2760, -2.5351], [-3.9789, -5.1587, -3.1115], [-4.9600, -3.7072, -2.9471], [-3.9912, -5.4567, -0.6183], [-5.0742, -4.1085, -0.4400], [-3.3825, -2.6016, -1.0187], [-0.6946, -5.0161, 0.5122], [-2.1136, -5.7165, -1.9596], [-2.3278, -6.8331, -0.6134], [0.3500, -6.0312, -1.8615], [-0.4596, -7.5904, -2.0292], [0.1753, -7.1039, -0.4639]],
  "mulliken_charge": [-0.992, -0.468, 0.177, -0.509, -0.762, -0.738, -0.641, 0.968, -0.101, -1.232, 0.625, -1.032, -0.731, -1.231, 0.447, -1.200, -0.204, 0.189, -0.828, -0.731, -0.627, -0.644, 0.932, -0.401, 1.241, 0.472, 0.404, 0.447, 0.300, 0.633, 0.517, 0.503, 0.488, 0.758, 0.570, 0.634, 0.470, 0.438, 0.417, 0.475, -1.585, 1.654, -2.124, -1.621, -0.230, 0.358, 0.438, -0.055, -0.437, 1.827, -0.847, -0.417, 2.617, -1.829, -1.788, -1.820, 0.462, 0.341, 0.328, 0.419, 0.435, 0.368, 0.473, 0.325, 0.357, 0.560, 0.286, 0.324, 0.318, 0.499, -0.153, 0.669, 0.184, 0.334, 0.352, 0.492, -1.099, -0.584, -0.023, 0.007, 0.087, -0.050, -0.279, -1.285, 0.371, 0.267, 0.310, 0.328, 0.398, 0.281, 0.183, 0.254, 0.284, 0.162, 0.474, 0.364],
  "homo_energy_ev": -10.041,
  "multiplicity": 1,
  "total_charge": 1
}

[3]
{
  "formula": "C38H47F6N9O8PRbSSb",
  "method": "ωB97M-V/def2-TZVPD",
  "elements": ["Rb", "O", "C", "C", "N", "C", "C", "O", "O", "C", "C", "O", "O", "H", "H", "H", "H", "H", "H", "H", "H", "H", "N", "C", "N", "C", "N", "N", "C", "C", "C", "C", "C", "C", "N", "C", "C", "C", "C", "C", "C", "H", "H", "H", "H", "H", "H", "H", "H", "H", "H", "H", "F", "P", "F", "F", "F", "F", "F", "C", "C", "C", "Sb", "C", "C", "C", "C", "C", "C", "H", "H", "H", "H", "H", "H", "H", "H", "H", "H", "H", "H", "H", "H", "H", "H", "H", "H", "H", "H", "H", "O", "S", "O", "O", "C", "N", "C", "C", "C", "N", "C", "C", "C", "N", "C", "C", "H", "H", "H", "H", "H", "H"],
  "coordinates": [[-0.4467, 0.5893, 0.7998], [-0.9410, 2.4105, -1.0396], [0.1792, 3.0440, -1.6490], [1.2299, 3.4244, -0.6140], [1.9497, 2.2904, -0.0468], [2.9953, 1.7587, -0.9097], [2.4998, 0.6956, -1.9182], [2.5701, 0.9774, -3.1230], [2.0613, -0.4062, -1.4195], [2.3871, 2.4742, 1.3326], [2.4254, 1.2034, 2.1961], [2.9601, 1.2842, 3.2992], [1.8914, 0.1187, 1.7019], [-1.0281, 1.5064, -1.3952], [-0.1658, 3.9596, -2.1384], [0.6113, 2.4078, -2.4254], [0.7198, 3.9416, 0.2016], [1.9217, 4.1518, -1.0798], [3.7462, 1.2813, -0.2709], [3.5112, 2.5502, -1.4731], [1.7151, 3.1726, 1.8361], [3.3872, 2.9373, 1.3803], [0.6538, -3.8487, -1.7899], [0.2496, -2.6254, -1.3453], [-0.5500, -2.4394, -0.3564], [-1.1131, -3.5638, 0.2579], [-2.1360, -3.4771, 1.0193], [-2.7591, -2.2511, 1.0130], [-2.7501, -1.5861, 2.0898], [-3.4844, -0.3019, 2.1559], [-4.1240, 0.0558, 3.3342], [-4.8281, 1.2481, 3.3753], [-4.8533, 2.0445, 2.2473], [-4.1622, 1.6173, 1.1224], [-3.4935, 0.4697, 1.0634], [-0.4835, -4.8772, 0.0351], [-0.7337, -5.9957, 0.8253], [-0.1340, -7.2076, 0.5359], [0.7259, -7.3137, -0.5557], [0.9922, -6.2137, -1.3471], [0.3898, -4.9937, -1.0487], [1.3331, -3.8784, -2.5298], [0.7017, -1.7696, -1.8392], [-2.2306, -1.9387, 2.9843], [-4.0488, -0.5833, 4.2053], [-5.3197, 1.5659, 4.2863], [-5.3453, 3.0066, 2.2455], [-4.1098, 2.2447, 0.2393], [-1.4141, -5.8860, 1.6606], [-0.3366, -8.0749, 1.1518], [1.1935, -8.2623, -0.7864], [1.6669, -6.2857, -2.1937], [-0.7899, 2.5805, 2.2092], [-1.2300, 3.7235, 3.3089], [-0.2885, 4.7912, 2.5375], [-1.6642, 4.8441, 4.3814], [-2.4701, 4.1325, 2.3578], [0.0146, 3.2857, 4.2283], [-2.1618, 2.6200, 4.0415], [6.0148, -2.8224, -0.4851], [4.7703, -2.0638, -0.9330], [3.9995, -2.8408, -1.9971], [3.4089, -1.3695, 0.6858], [4.8296, -0.8806, 2.2736], [5.8486, 0.1283, 1.7613], [5.4783, -2.0671, 2.9842], [2.3963, -3.1536, 1.3962], [3.2718, -4.4025, 1.4188], [1.7072, -2.8826, 2.7287], [6.6335, -3.0714, -1.3562], [5.7581, -3.7643, 0.0061], [6.6348, -2.2443, 0.2010], [5.0752, -1.1036, -1.3604], [3.6263, -3.7904, -1.5951], [4.6636, -3.0868, -2.8346], [3.1650, -2.2504, -2.3788], [4.1802, -0.3668, 2.9833], [6.5400, -0.3076, 1.0311], [6.4444, 0.5082, 2.5980], [5.3661, 0.9920, 1.3005], [6.0634, -2.7053, 2.3197], [4.7357, -2.6911, 3.4847], [6.1603, -1.6962, 3.7589], [1.6334, -3.2986, 0.6419], [4.1206, -4.3070, 2.0985], [3.6550, -4.6501, 0.4273], [2.6694, -5.2542, 1.7557], [2.4292, -2.6928, 3.5289], [1.1080, -3.7539, 3.0141], [1.0558, -2.0099, 2.6739], [-6.4281, -3.4321, -6.6508], [-6.5212, -2.2770, -7.5261], [-7.2522, -1.1457, -6.9783], [-6.8256, -2.5871, -8.9085], [-4.8054, -1.6445, -7.5468], [-4.1945, -1.4724, -8.7192], [-2.9577, -0.9950, -8.6646], [-2.3121, -0.6939, -7.4804], [-3.0300, -0.9103, -6.3084], [-4.2739, -1.3779, -6.3510], [-2.4512, -0.6229, -4.9622], [-1.0926, -0.3885, -4.7810], [-0.6060, -0.1214, -3.5123], [-1.3880, -0.0815, -2.4281], [-2.6988, -0.2877, -2.6043], [-3.2684, -0.5745, -3.8354], [-2.4588, -0.8428, -9.6181], [-1.3088, -0.2917, -7.4812], [-0.3926, -0.4112, -5.6064], [0.4552, 0.0704, -3.3724], [-3.3065, -0.2447, -1.7049], [-4.3300, -0.7568, -3.9346]],
  "lowdin_spin": [0.004, 0.000, 0.000, 0.000, 0.000, 0.011, 0.009, 0.014, 0.116, 0.001, 0.015, 0.022, 0.140, 0.000, 0.000, 0.000, 0.000, 0.000, 0.010, 0.000, 0.000, 0.000, 0.000, 0.000, 0.000, 0.000, 0.000, 0.000, 0.000, 0.000, 0.000, 0.000, 0.000, 0.000, 0.000, 0.000, 0.000, 0.000, 0.000, 0.000, 0.000, 0.000, 0.000, 0.000, 0.000, 0.000, 0.000, 0.000, 0.000, 0.000, 0.000, 0.000, 0.000, 0.000, 0.000, 0.000, 0.000, 0.000, 0.000, 0.025, 0.113, 0.006, 0.345, 0.055, 0.004, 0.018, 0.043, 0.015, 0.001, 0.008, 0.001, 0.001, 0.000, 0.000, 0.003, 0.001, 0.000, 0.000, 0.000, 0.001, 0.001, 0.000, 0.005, 0.001, 0.000, 0.001, 0.004, 0.000, 0.001, 0.001, 0.000, 0.000, 0.000, 0.000, 0.000, 0.000, 0.000, 0.000, 0.000, 0.000, 0.000, 0.000, 0.000, 0.000, 0.000, 0.000, 0.000, 0.000, 0.000, 0.000, 0.000, 0.000],
  "de_lowest_ev": 1.135,
  "homo_energy_ev": [-3.386, -4.026],
  "multiplicity": 2,
  "total_charge": -2
}

no.,total energy (eV),strongest force on any atom (eV Å⁻¹)
1,-79268.660,2.62
2,-172186.324,0.91
3,-113591.232,1.43